Record 1
Density functional theory data (ωB97M-V/def2-TZVPD) for 12 unconnected molecules or ions with the total composition C48H60Cl12 in a non-equilibrium geometry.

Calculated values
- charge = 0
- HOMO (eV) = -9.19
- multiplicity = 1
- DFT total energy (eV) = -201017.748
- SMILES string = c1ccccc1.c1ccccc1.c1ccccc1.c1ccccc1.c1ccccc1.c1ccccc1.ClCCCl.ClCCCl.ClCCCl.ClCCCl.ClCCCl.ClCCCl

XYZ file:
```
120
Properties=species:S:1:pos:R:3:mulliken_charge:R:1
C 4.420 3.150 5.188 -0.352
C 5.403 2.173 5.154 -0.419
C 5.219 1.061 5.995 -0.206
C 4.120 0.932 6.802 -0.500
C 3.116 1.901 6.742 -0.223
C 3.252 2.982 5.927 -0.550
H 4.563 3.960 4.535 0.457
H 6.254 2.105 4.436 0.322
H 6.074 0.439 6.097 0.409
H 3.932 0.051 7.494 0.283
H 2.185 1.815 7.344 0.317
H 2.471 3.705 5.916 0.459
C -5.076 -6.127 -2.023 -0.562
C -4.516 -5.008 -2.667 0.078
C -4.915 -3.717 -2.414 -0.373
C -5.823 -3.586 -1.332 -0.184
C -6.465 -4.690 -0.723 -0.551
C -6.097 -5.986 -1.108 -0.403
H -4.739 -7.146 -2.175 0.441
H -3.780 -5.144 -3.524 0.159
H -4.635 -2.767 -2.965 0.398
H -6.165 -2.575 -1.020 0.332
H -7.233 -4.391 0.015 0.339
H -6.532 -6.814 -0.545 0.367
C -0.676 6.709 -1.951 -0.077
C -1.748 6.110 -2.650 -0.691
C -2.727 5.499 -1.857 -0.175
C -2.771 5.590 -0.497 -0.724
C -1.698 6.188 0.207 -0.270
C -0.638 6.733 -0.530 -0.648
H 0.093 7.320 -2.488 0.317
H -1.856 6.076 -3.733 0.410
H -3.541 5.005 -2.382 0.370
H -3.570 5.171 0.017 0.517
H -1.738 6.341 1.292 0.369
H 0.216 7.213 -0.093 0.602
C -0.650 -1.293 0.067 -0.773
C -0.275 -0.165 0.790 -0.481
C -0.145 1.000 0.093 -0.406
C -0.271 1.115 -1.276 -0.921
C -0.831 0.041 -1.965 -0.433
C -1.062 -1.167 -1.274 -0.152
H -0.786 -2.259 0.588 0.088
H -0.071 -0.113 1.829 0.994
H 0.115 1.861 0.744 0.002
H -0.132 2.012 -1.820 0.902
H -1.082 0.170 -3.011 0.542
H -1.358 -2.111 -1.769 0.455
C -0.469 -2.105 -4.725 -0.290
C -1.119 -3.312 -4.959 -0.250
C -2.069 -3.379 -6.007 -0.501
C -2.162 -2.329 -6.857 -0.284
C -1.449 -1.146 -6.687 -0.593
C -0.684 -1.014 -5.610 -0.396
H 0.180 -1.905 -3.951 0.665
H -0.847 -4.163 -4.336 0.381
H -2.605 -4.297 -6.219 0.450
H -2.823 -2.382 -7.743 0.298
H -1.579 -0.351 -7.384 0.423
H -0.113 -0.155 -5.327 0.139
C 4.941 0.473 1.993 -0.294
C 6.047 -0.338 2.014 -0.443
C 5.958 -1.679 2.253 -0.765
C 4.708 -2.235 2.517 -0.472
C 3.589 -1.415 2.529 -0.735
C 3.696 -0.101 2.235 0.310
H 4.983 1.516 1.674 0.323
H 7.033 0.095 1.864 0.418
H 6.822 -2.297 2.130 0.452
H 4.495 -3.234 2.798 0.480
H 2.617 -1.776 2.754 0.567
H 2.796 0.548 2.110 0.161
Cl -3.039 -3.688 1.897 -0.174
C -3.006 -4.965 0.688 0.228
C -2.863 -6.301 1.351 -0.513
Cl -2.259 -7.432 0.113 -0.207
H -2.063 -4.815 0.159 0.224
H -3.853 -4.940 -0.028 -0.298
H -3.787 -6.645 1.864 0.329
H -2.160 -6.349 2.162 0.392
Cl 3.531 5.235 -1.442 -0.247
C 2.429 4.574 -0.258 1.178
C 2.944 4.558 1.167 -0.420
Cl 1.732 3.697 2.205 -0.112
H 2.088 3.600 -0.631 -0.803
H 1.607 5.301 -0.237 -0.244
H 3.063 5.603 1.528 0.415
H 3.895 4.028 1.262 0.263
Cl -1.792 1.822 3.352 -0.041
C -3.050 0.941 4.249 -0.349
C -2.570 0.561 5.640 -0.518
Cl -1.385 -0.892 5.480 -0.222
H -3.307 0.034 3.788 0.128
H -3.964 1.553 4.358 0.332
H -3.430 0.154 6.199 0.331
H -1.923 1.221 6.206 0.337
Cl 3.545 1.814 -1.208 -0.023
C 4.070 1.637 -2.915 -0.302
C 3.270 2.575 -3.789 -0.621
Cl 1.643 1.885 -4.160 -0.141
H 3.901 0.594 -3.280 0.020
H 5.129 1.867 -2.884 0.389
H 3.762 2.642 -4.779 0.389
H 3.268 3.594 -3.530 0.259
Cl -4.629 1.284 -1.335 -0.241
C -3.614 0.940 0.089 0.907
C -3.910 -0.430 0.588 0.129
Cl -5.424 -0.448 1.637 -0.222
H -3.735 1.738 0.835 0.339
H -2.548 0.989 -0.215 -0.795
H -3.152 -0.691 1.259 -0.121
H -4.050 -1.132 -0.228 0.080
Cl 4.382 -2.077 -3.570 -0.217
C 4.017 -2.228 -1.822 -0.379
C 2.505 -2.161 -1.389 0.508
Cl 1.534 -3.536 -1.964 -0.191
H 4.500 -1.370 -1.340 0.191
H 4.526 -3.178 -1.583 0.392
H 2.001 -1.291 -1.770 -0.265
H 2.398 -2.264 -0.267 0.005
```



Record 2
Density functional theory data (ωB97M-V/def2-TZVPD) for a molecular structure, C31H33N8ORuS2 in a non-equilibrium geometry.

Calculated values
- charge = 0
- HOMO (spin up / spin down) (eV) = -7.38 / -7.47
- multiplicity = 2
- DFT total energy (eV) = -70904.550
- expectation value of S² = 0.757

XYZ file:
```
76
Properties=species:S:1:pos:R:3:mulliken_spin:R:1
Ru -0.312 0.229 0.000 0.931
N 0.335 1.646 -1.430 0.000
C 0.784 1.258 -2.755 0.009
C 0.515 2.160 -3.776 -0.001
C 1.000 1.960 -5.053 0.002
C 1.802 0.854 -5.285 0.000
C 2.047 -0.051 -4.269 0.005
C 1.502 0.075 -2.980 -0.002
C 1.717 -0.999 -1.948 0.063
C 2.362 -2.182 -2.338 -0.015
C 2.705 -3.175 -1.438 0.021
C 2.417 -2.999 -0.096 -0.012
C 1.714 -1.870 0.295 -0.016
C 1.302 -0.887 -0.606 -0.071
H 1.073 2.162 -0.953 0.004
H -0.441 2.292 -1.541 0.000
H -0.078 3.040 -3.552 0.000
H 0.782 2.668 -5.841 0.000
H 2.242 0.692 -6.261 0.000
H 2.695 -0.881 -4.496 0.000
H 2.599 -2.355 -3.376 0.000
H 3.194 -4.075 -1.789 0.001
H 2.692 -3.747 0.638 -0.001
H 1.428 -1.794 1.338 -0.014
C -4.080 -0.329 -1.969 0.001
C -2.666 -0.793 -2.200 -0.002
O -1.696 -0.053 -2.018 0.004
N -2.530 -2.053 -2.638 0.000
C -1.247 -2.718 -2.687 -0.008
C -1.199 -3.767 -1.606 0.000
C -1.122 -5.124 -1.890 0.000
C -1.142 -6.024 -0.834 0.000
C -1.251 -5.535 0.457 0.001
C -1.333 -4.159 0.638 0.002
N -1.308 -3.293 -0.366 0.005
H -4.076 0.741 -1.790 0.000
H -4.473 -0.822 -1.078 -0.001
H -4.721 -0.574 -2.817 0.000
H -3.363 -2.609 -2.742 0.000
H -0.500 -1.952 -2.497 0.005
H -1.064 -3.151 -3.673 0.000
H -1.039 -5.464 -2.915 0.000
H -1.080 -7.089 -1.019 0.000
H -1.278 -6.197 1.311 0.000
H -1.424 -3.734 1.632 0.001
S -1.804 -0.958 1.377 0.129
C -2.253 0.653 1.901 -0.033
S -2.386 1.733 0.561 0.005
C -2.331 1.032 3.217 0.029
C -2.130 0.097 4.276 -0.007
N -1.967 -0.658 5.132 0.006
C -2.438 2.414 3.559 -0.001
N -2.457 3.530 3.845 0.003
C 0.396 4.932 2.936 0.000
C -0.095 4.650 1.532 0.001
N 0.223 3.276 1.103 0.004
C 0.841 2.359 1.919 0.009
N 0.675 1.085 1.655 -0.055
C 1.275 0.121 2.585 0.004
C 1.393 0.677 3.988 0.005
C 2.208 1.948 3.920 -0.001
N 1.609 2.834 2.927 0.002
C 1.752 4.274 3.099 0.000
H -0.296 4.505 3.666 0.000
H 0.455 6.006 3.110 0.000
H 0.359 5.346 0.822 0.000
H -1.178 4.768 1.481 0.000
H -0.619 2.820 0.742 -0.002
H 2.273 -0.157 2.222 0.000
H 0.654 -0.770 2.587 -0.009
H 1.873 -0.059 4.634 0.000
H 0.405 0.891 4.400 0.000
H 3.250 1.731 3.664 0.000
H 2.202 2.473 4.876 0.000
H 2.474 4.678 2.379 0.000
H 2.153 4.445 4.096 0.000
```



Record 3
Density functional theory data (ωB97M-V/def2-TZVPD) for C5H10O in the gas phase.

Calculated values
- charge = 0
- HOMO (eV) = -10.11
- multiplicity = 1
- DFT total energy (eV) = -7393.662
- SMILES string = OCC1CCC1

XYZ file:
```
16
Properties=species:S:1:pos:R:3:nbo_charge:R:1
O -0.459 -0.544 -2.555 -0.725
C -0.914 -0.584 -1.212 -0.051
C -0.047 0.287 -0.338 -0.232
C -0.608 0.552 1.071 -0.399
C 0.832 0.537 1.601 -0.397
C 1.259 -0.213 0.314 -0.395
H -0.736 -1.351 -3.012 0.470
H -1.939 -0.194 -1.126 0.157
H -0.925 -1.619 -0.839 0.157
H 0.135 1.227 -0.871 0.208
H -1.182 -0.320 1.412 0.194
H -1.246 1.435 1.179 0.206
H 1.263 1.541 1.639 0.202
H 1.011 0.037 2.554 0.202
H 1.253 -1.299 0.461 0.196
H 2.202 0.075 -0.160 0.208
```



Record 4
Density functional theory data (ωB97M-V/def2-TZVPD) for 2 unconnected molecules or ions with the total composition C2H6NS in a non-equilibrium geometry.

Calculated values
- charge = -1
- HOMO (eV) = -2.50
- multiplicity = 1
- DFT total energy (eV) = -14495.366

XYZ file:
```
10
Properties=species:S:1:pos:R:3:nbo_charge:R:1
S -0.077 4.330 -0.253 -1.071
H -0.214 3.201 0.724 0.074
C 0.769 -1.241 -0.810 -0.460
C -0.850 -0.599 0.833 -0.086
N 0.130 -1.358 0.430 -0.412
H 0.054 -1.111 -1.565 0.190
H 1.444 -2.165 -0.946 0.189
H 1.288 -0.210 -0.773 0.229
H -1.052 -1.043 1.823 0.158
H -1.491 0.196 0.537 0.189
```



Record 5
Density functional theory data (ωB97M-V/def2-TZVPD) for a molecular structure, C22H34Cl2CoN3Si.

Calculated values
- charge = +2
- HOMO (spin up / spin down) (eV) = -14.14 / -14.14
- multiplicity = 1
- DFT total energy (eV) = -98371.573

XYZ file:
```
63
Properties=species:S:1:pos:R:3:nbo_charge:R:1
Co 1.851 0.083 0.840 1.014
C 0.632 -1.415 0.726 -0.914
Si -0.970 -0.855 -0.127 1.670
C -0.967 0.904 0.581 -0.702
N 0.425 1.450 0.677 -0.435
C 0.884 2.126 -0.588 -0.251
C 0.694 3.646 -0.624 -0.430
C -0.562 4.075 0.118 -0.408
C -0.471 3.632 1.584 -0.430
C 0.494 2.455 1.781 -0.227
C -2.408 -1.812 0.530 -0.562
C -3.284 -2.468 -0.339 -0.165
C -4.365 -3.185 0.157 -0.196
C -4.582 -3.256 1.524 -0.162
C -3.721 -2.611 2.404 -0.224
C -2.644 -1.898 1.907 -0.128
C -0.923 -0.873 -1.987 -0.468
C -1.469 0.182 -2.725 -0.232
C -1.522 0.137 -4.114 -0.213
C -1.033 -0.974 -4.787 -0.186
C -0.503 -2.042 -4.071 -0.200
C -0.454 -1.992 -2.686 -0.230
H 1.171 -2.230 0.235 0.223
H 0.377 -1.771 1.729 0.207
H -1.344 0.803 1.604 0.237
H -1.622 1.621 0.087 0.246
H 0.369 1.635 -1.413 0.234
H 1.958 1.926 -0.705 0.202
H 0.667 3.952 -1.670 0.251
H 1.564 4.138 -0.183 0.213
H -1.444 3.651 -0.365 0.206
H -0.678 5.156 0.059 0.251
H -1.455 3.371 1.972 0.230
H -0.103 4.449 2.207 0.244
H 0.250 1.955 2.717 0.202
H 1.527 2.815 1.833 0.202
H -3.129 -2.417 -1.410 0.219
H -5.037 -3.686 -0.526 0.235
H -5.425 -3.815 1.909 0.236
H -3.894 -2.665 3.470 0.230
H -1.985 -1.397 2.613 0.174
H -1.882 1.049 -2.219 0.212
H -1.956 0.959 -4.667 0.239
H -1.081 -1.017 -5.867 0.241
H -0.145 -2.919 -4.594 0.237
H -0.051 -2.843 -2.146 0.218
N 1.811 -0.003 2.769 -0.750
C 2.729 -1.073 3.257 -0.243
C 4.007 -0.946 2.464 -0.246
N 3.606 -0.916 1.032 -0.824
H 2.073 0.893 3.180 0.412
H 0.871 -0.198 3.106 0.418
H 2.251 -2.029 3.044 0.225
H 2.885 -0.998 4.332 0.246
H 4.694 -1.763 2.679 0.247
H 4.520 -0.011 2.693 0.219
H 3.552 -1.863 0.661 0.416
H 4.322 -0.456 0.472 0.420
Cl 2.827 1.821 -3.229 0.042
C 2.098 0.236 -3.159 -0.374
Cl 2.454 -0.606 -1.593 -0.037
H 2.530 -0.410 -3.916 0.259
H 1.018 0.294 -3.240 0.254
```



Record 6
Density functional theory data (ωB97M-V/def2-TZVPD) for 17 unconnected molecules or ions with the total composition C4H32BO24 in a non-equilibrium geometry.

Calculated values
- charge = -1
- HOMO (eV) = -8.10
- multiplicity = 1
- DFT total energy (eV) = -54493.993

XYZ file:
```
61
Properties=species:S:1:pos:R:3:nbo_charge:R:1
O 2.788 9.384 9.704 -0.597
C 1.948 8.974 10.450 0.694
O 0.774 9.526 10.682 -0.655
B 0.077 8.813 11.757 1.175
O 0.948 7.668 12.065 -0.651
C 2.088 7.777 11.443 0.696
O 3.056 7.103 11.662 -0.586
O -1.256 8.335 11.275 -0.660
C -2.219 8.839 12.004 0.698
O -3.389 8.613 11.960 -0.554
C -1.584 9.761 13.050 0.728
O -0.286 9.635 12.930 -0.661
O -2.137 10.373 13.916 -0.616
O 4.445 4.005 11.471 -0.938
H 4.390 3.985 12.433 0.470
H 3.612 4.399 11.189 0.469
O 0.465 11.760 8.829 -0.962
H 0.694 11.774 7.894 0.474
H 1.056 11.104 9.223 0.488
O 5.274 10.727 10.796 -0.963
H 4.602 10.545 11.472 0.491
H 4.877 10.426 9.972 0.470
O -1.351 12.032 11.090 -0.966
H -1.008 11.677 10.257 0.492
H -0.581 12.435 11.509 0.475
O -0.283 6.236 9.126 -0.930
H 0.468 6.360 8.534 0.461
H 0.058 6.437 10.006 0.470
O 4.659 7.126 8.239 -0.935
H 4.662 8.089 8.293 0.472
H 3.736 6.885 8.360 0.464
O 0.789 12.124 14.380 -0.956
H 0.594 12.961 14.814 0.471
H 0.028 11.561 14.577 0.484
O -1.886 10.593 16.728 -0.965
H -1.411 9.827 17.067 0.466
H -1.759 10.557 15.762 0.487
O -6.625 9.296 12.117 -0.986
H -5.955 9.050 11.467 0.478
H -6.149 9.325 12.975 0.496
O 6.098 7.621 12.002 -0.952
H 6.642 8.241 11.498 0.481
H 5.275 7.534 11.487 0.497
O -3.665 5.768 12.689 -0.945
H -3.253 5.702 11.821 0.469
H -4.562 6.074 12.508 0.477
O 4.392 9.427 13.362 -1.007
H 4.612 9.523 14.298 0.491
H 5.105 8.860 12.987 0.502
O -4.381 9.048 9.309 -0.950
H -4.121 8.597 8.499 0.463
H -3.619 8.961 9.898 0.481
O 2.079 9.440 15.388 -0.954
H 1.666 8.676 14.970 0.472
H 2.089 10.121 14.702 0.482
O -5.020 9.793 14.394 -0.966
H -4.454 10.440 13.954 0.494
H -4.486 9.476 15.130 0.484
O 3.532 6.858 14.572 -0.959
H 3.626 7.581 13.934 0.487
H 2.981 6.211 14.121 0.462
```



Record 7
Density functional theory data (ωB97M-V/def2-TZVPD) for a molecular structure, C3H7NO3 in a non-equilibrium geometry.

Calculated values
- charge = 0
- HOMO (eV) = -9.59
- multiplicity = 1
- DFT total energy (eV) = -10854.775

XYZ file:
```
14
Properties=species:S:1:pos:R:3:nbo_charge:R:1
C 1.496 0.124 -1.273 -0.698
C 0.763 0.348 0.015 0.751
O 1.557 0.318 1.100 -0.648
O -0.294 1.120 0.056 -0.678
H 1.015 0.608 1.852 0.503
H 1.949 1.076 -1.563 0.252
H 0.781 -0.165 -2.043 0.257
H 2.274 -0.629 -1.160 0.233
N -1.784 -0.377 1.257 -0.886
C -1.246 -0.396 -0.054 0.691
O -1.786 -0.666 -1.097 -0.596
H -2.056 0.559 1.532 0.396
H -2.588 -0.992 1.294 0.390
H -0.083 -0.928 0.084 0.034
```



Record 8
Density functional theory data (ωB97M-V/def2-TZVPD) for a molecular structure, C14H7ClF3N2O2PtSSe in a non-equilibrium geometry.

Calculated values
- charge = +1
- HOMO (spin up / spin down) (eV) = -11.36 / -11.29
- multiplicity = 1
- DFT total energy (eV) = -121800.497

XYZ file:
```
32
Properties=species:S:1:pos:R:3:nbo_charge:R:1
Pt -1.354 -2.298 -0.715 1.018
F 0.956 -1.918 3.843 -0.307
C 2.129 -1.872 3.197 0.975
F 2.891 -2.860 3.681 -0.298
F 2.726 -0.718 3.506 -0.297
C 1.980 -2.027 1.702 -0.135
C 3.132 -2.188 0.943 -0.091
C 3.025 -2.418 -0.421 -0.199
C 1.763 -2.531 -0.980 0.091
N 0.665 -2.360 -0.252 -0.466
C 0.752 -2.060 1.054 -0.004
S -0.811 -1.681 1.708 0.650
H 4.103 -2.135 1.417 0.264
H 3.905 -2.528 -1.035 0.262
H 1.622 -2.761 -2.028 0.244
Cl -1.142 6.366 -1.472 0.066
C -1.066 4.675 -1.184 -0.001
C -1.017 4.200 0.123 -0.221
C -0.954 2.841 0.355 -0.147
C -0.936 1.959 -0.722 -0.201
C -0.980 2.436 -2.030 -0.089
C -1.050 3.795 -2.261 -0.247
C -0.898 0.476 -0.480 0.811
O -0.938 0.089 0.726 -0.616
O -0.825 -0.268 -1.493 -0.623
H -1.029 4.897 0.948 0.243
H -0.921 2.452 1.362 0.237
H -0.960 1.732 -2.849 0.235
H -1.096 4.176 -3.271 0.245
Se -6.097 -2.476 -1.182 0.164
C -4.382 -2.487 -1.113 0.134
N -3.195 -2.510 -1.078 -0.695
```